(1)
DFT (ωB97M-V/def2-TZVPD) results for a molecular structure, C24H56N8O8 at a distorted geometry.

```
96
Properties=species:S:1:pos:R:3:forces:R:3
O 0.645 -1.564 0.415 -9.2196 13.2629 2.8442
O -2.954 2.381 -0.304 -4.6698 2.9103 0.1132
O 2.445 0.318 4.253 -0.0982 0.7974 -1.2500
O -0.776 3.803 -6.279 2.3004 -1.8749 1.5453
O -1.638 -3.254 2.139 -0.1588 -0.7961 -1.3401
O 1.883 -1.246 -4.922 2.3353 1.0793 -4.5047
O -0.858 0.788 1.939 -3.0741 2.6403 1.3526
O 2.756 -3.234 -2.682 4.6259 -0.3110 1.6566
N -0.261 0.370 -0.460 1.0495 0.7964 -2.2565
N -0.591 -1.980 3.627 0.9230 1.1197 2.4389
N 1.191 -4.110 -1.239 3.0279 -2.9444 -1.5277
N 0.217 -1.540 -3.507 -2.4871 -0.1601 1.2274
N 2.860 -1.601 2.974 -0.5069 2.6072 0.1408
N -3.512 4.332 0.870 -2.4963 0.1118 -1.5930
N 0.190 2.708 2.573 0.5212 -0.5490 -0.7146
N -0.093 1.741 -5.415 1.5209 0.6509 2.0475
C 1.967 -4.057 -2.373 -1.9389 -5.5579 3.1081
C -0.657 3.677 1.891 9.6450 -2.7198 1.4829
C -0.992 -0.859 -4.051 -0.0717 -3.0016 -0.9707
C -0.813 0.930 -6.272 -2.0612 0.4292 -3.3765
C 0.082 1.379 2.375 2.3016 1.8521 1.0914
C -0.244 -0.640 0.412 1.5185 -0.9406 -1.7928
C 1.211 3.245 3.446 0.1193 -1.2914 -0.3435
C -2.437 4.321 1.804 -10.1120 1.6981 -2.2216
C -0.059 -2.226 -2.234 -1.8025 0.4605 -2.8805
C 0.070 -3.040 4.512 -2.0307 0.0174 -1.4712
C 0.489 1.019 -4.240 2.0933 3.6847 -1.1532
C -0.966 1.657 -0.199 2.2481 -1.3093 -0.4697
C -0.049 3.098 -5.523 -2.5948 0.5295 -0.5724
C -1.221 -2.161 2.440 -0.4576 -1.0428 2.5149
C -4.512 5.397 0.998 -0.0727 -0.0394 0.3147
C -3.725 3.257 0.040 -1.8167 1.4459 0.3203
C 1.495 -1.742 -3.929 -3.0771 0.9413 0.9701
C 1.253 -3.011 -0.271 1.2458 -6.9689 -1.8398
C -0.362 -0.609 4.153 0.6387 -0.2553 0.7977
C 0.835 -5.471 -0.744 0.8803 1.7827 1.5170
C 1.732 -1.342 2.053 2.9001 -2.0340 2.2329
C 0.571 0.338 -1.753 -0.4185 0.8707 3.8461
C 3.124 -0.611 3.847 1.8063 -2.9173 1.9121
C 3.570 -2.829 2.727 1.4097 0.1537 -0.0975
H 0.583 3.481 -4.707 0.1069 0.4951 -0.3845
H -1.008 -0.533 1.197 1.2980 0.1864 -3.6652
H 1.213 -0.535 -1.863 -0.2140 0.6713 0.6010
H 1.885 -4.983 -2.962 -0.4034 -0.0054 -0.2626
H -1.427 -0.155 -3.342 -0.6095 -0.5738 0.3436
H -0.666 -3.369 5.246 0.2876 0.5505 0.6516
H -0.901 -0.300 5.048 -0.6830 -0.7856 0.2196
H 1.313 0.402 -4.595 -0.5382 -0.0442 0.0759
H 2.091 -2.367 -3.247 -1.0797 2.5973 -1.5556
H -4.775 3.252 -0.291 -0.0348 0.0828 -0.3447
H -0.408 -0.072 -6.415 0.1477 0.3786 -0.2296
H 4.015 -0.896 4.427 0.5055 0.3133 0.0236
H -5.001 5.427 1.972 0.1602 -0.4864 0.3985
H -1.738 5.140 1.634 -1.4250 0.8285 -1.2223
H 0.676 -0.507 4.471 -0.1475 -0.2861 -0.0890
H -0.931 1.397 -7.250 0.7340 0.1841 -0.2947
H 0.166 -5.313 0.102 -0.8331 -0.0865 -0.4722
H -1.988 3.336 1.679 -6.7088 1.1600 0.9952
H 0.230 -2.635 -0.272 0.1393 -3.8693 -0.7993
H -1.310 4.269 2.531 5.0653 -1.2906 3.0479
H 1.581 -3.303 0.726 -0.2971 -1.1285 -0.2613
H 1.457 -0.291 1.965 0.9427 -1.0730 0.0941
H 1.841 2.402 3.729 0.0216 0.1065 0.3491
H -1.207 3.169 1.098 4.0468 -0.3549 -0.1714
H 1.022 -2.681 4.904 -0.3291 0.1570 0.0721
H -1.340 2.219 -1.055 1.2762 -1.0061 -0.7328
H 0.993 -1.991 2.524 -0.0363 0.6724 -0.9659
H -0.591 -3.118 -2.565 0.4897 -0.7629 0.5877
H 0.885 0.705 2.710 0.4068 2.0484 0.5226
H -2.930 4.395 2.773 0.3429 0.2641 0.5956
H 1.188 1.237 -1.742 0.0626 0.0093 0.0816
H 1.725 -5.740 -0.176 0.2580 -1.0707 -0.3905
H 0.960 1.734 -3.565 0.0038 0.7029 -0.5826
H 1.912 -2.180 -0.525 0.8640 -1.6316 -1.4467
H -1.879 0.919 -6.043 -0.2634 -0.6133 0.6026
H -0.185 0.493 -3.563 1.0714 2.4203 -4.1750
H 4.111 -2.764 1.783 -0.4997 -0.1254 -0.5348
H -0.514 0.218 3.459 -0.7451 -2.3955 1.4524
H 2.005 -1.778 1.091 1.8137 0.9818 2.0027
H -5.349 5.344 0.302 0.4418 -0.0447 -0.4224
H -0.114 0.435 -2.595 0.6795 -0.2823 4.2377
H 0.870 -2.363 -1.680 -1.8427 1.1489 -2.0887
H 0.486 -6.220 -1.456 0.1406 0.4199 -0.0670
H -3.996 6.356 0.956 -0.0630 0.0875 -0.5096
H -0.848 -1.765 -1.639 0.3386 0.8074 -0.0652
H 0.202 -3.991 3.996 0.2883 0.2978 -0.7149
H 2.934 -3.714 2.747 -0.3341 0.2243 -0.1065
H -1.863 1.644 0.419 1.8832 -2.0349 -0.4496
H -0.361 2.338 0.399 1.1679 -0.8278 -1.5280
H 4.413 -3.059 3.377 -0.3139 0.4968 0.7972
H -1.299 -1.240 1.843 -1.3235 -2.4795 2.2567
H 0.019 4.317 1.324 0.3211 0.7209 0.0320
H 1.847 3.916 2.869 -0.2209 0.6215 0.5257
H -1.737 -1.637 -4.216 -0.2595 -0.1373 -0.2089
H -0.781 -0.269 -4.943 -0.7794 -2.1308 0.9675
H 0.655 3.589 4.318 0.7342 0.7636 0.1087
```
Forces are in eV/Å.

## Properties
**Relative energy (zero: lowest compared OMol25 entry of this formula, charge and spin)**: 38.788 eV
**Kohn-Sham gap**: 7.4 eV
**Multiplicity**: 1
**Max |F|**: 16.40 eV/A
**HOMO energy**: -7.3 eV
**Net charge**: 0
**Energy**: -54063.1434 eV

=====

(2)
DFT (ωB97M-V/def2-TZVPD) results for 8 unconnected molecules or ions with the total composition C24H58Br4N4 at a distorted geometry.

```
90
Properties=species:S:1:pos:R:3:forces:R:3
Br -13.227 -18.856 -11.731 -0.2848 -0.4429 -0.2800
Br -18.682 -16.858 -13.497 0.1170 -0.1297 -0.0005
Br -16.722 -21.217 -15.313 -0.2357 -0.3993 0.3603
Br -18.604 -21.105 -10.174 0.2593 -0.1779 -0.2888
N -13.583 -19.274 -16.324 1.4726 0.7043 -0.4714
N -14.710 -23.607 -11.294 -0.9660 -0.2328 -0.7338
N -20.540 -21.634 -13.911 -0.6510 -1.5785 -2.0959
N -16.826 -19.331 -12.527 0.0992 -0.6698 0.5326
C -14.040 -18.264 -15.288 -0.2156 0.5738 0.0018
C -16.842 -24.527 -12.352 -0.2867 0.3766 0.9393
C -17.472 -25.845 -12.760 -0.5563 0.1383 -0.4833
C -20.610 -22.068 -15.381 -1.1270 -0.1542 0.3097
C -15.167 -16.174 -14.562 0.4196 0.5598 -0.3331
C -14.731 -22.493 -12.281 0.6488 1.6663 1.3116
C -21.184 -19.294 -13.593 0.0127 -1.7952 -0.4724
C -13.022 -22.809 -9.738 -0.2729 0.3245 -0.3695
C -21.398 -23.366 -15.599 0.9025 -0.3566 -0.4408
C -21.833 -23.500 -17.046 -1.1136 0.4013 -0.4268
C -22.011 -20.161 -12.641 0.4693 -0.1995 -0.2813
C -20.008 -20.236 -13.889 1.1016 0.9748 1.8603
C -21.948 -21.526 -13.301 0.0587 0.2545 -0.3628
C -13.050 -20.434 -15.553 -1.1111 -0.0351 1.2621
C -15.424 -23.145 -10.021 -0.6354 -0.5555 -0.6197
C -12.395 -18.654 -17.110 -0.7168 -0.8307 -0.9237
C -14.794 -17.015 -15.770 -0.7660 -2.0518 -0.0668
C -19.692 -22.703 -13.272 0.0444 1.8919 1.4580
C -12.687 -19.063 -18.551 1.1296 0.3539 -0.8793
C -14.589 -19.724 -17.414 1.0169 -0.8030 0.5801
C -13.330 -23.895 -10.784 0.4944 -0.0287 -0.4033
C -15.387 -24.778 -11.985 0.4937 0.2004 0.6485
C -13.675 -20.203 -18.534 0.0495 1.0643 -0.0536
C -14.395 -22.251 -9.359 -0.7204 0.1655 0.9841
H -15.869 -18.987 -12.517 0.4697 0.2954 0.5893
H -13.131 -18.238 -19.112 -0.0699 0.0646 0.1456
H -17.023 -23.770 -13.116 0.5555 -0.0460 -0.1423
H -15.726 -22.059 -12.266 -0.1196 -0.3037 -0.5032
H -20.744 -24.219 -15.397 -0.0055 0.0763 0.2960
H -15.134 -20.583 -17.029 -0.5671 0.7268 0.2754
H -16.033 -15.567 -14.817 0.1156 0.1745 0.1506
H -22.632 -21.527 -14.150 -0.0344 -0.1084 0.0518
H -14.564 -21.208 -9.629 0.2598 -0.0567 -0.4287
H -14.106 -21.718 -11.837 0.1543 0.3228 -0.2635
H -12.562 -20.089 -14.636 0.6657 0.3396 -0.4926
H -12.668 -23.936 -11.649 0.1244 0.1673 0.0749
H -18.563 -25.856 -12.824 -0.0211 0.4659 0.4218
H -19.456 -19.945 -14.778 0.0446 -0.4453 -0.0955
H -14.098 -20.226 -19.537 -0.5591 -0.3440 0.2555
H -19.605 -22.231 -15.767 0.1984 0.4122 0.2922
H -14.507 -22.233 -8.274 -0.2091 -0.2492 -0.0343
H -20.836 -18.360 -13.163 -0.0811 0.1541 -0.4829
H -20.170 -23.673 -13.296 -0.0973 0.0339 -0.2720
H -14.628 -18.829 -14.569 -0.0649 0.1092 0.0080
H -14.236 -16.523 -16.566 -0.1118 0.3635 0.1126
H -15.739 -24.070 -9.528 0.6647 -0.0220 0.4514
H -15.467 -16.785 -13.713 0.1047 -0.0171 -0.0201
H -11.779 -19.323 -19.103 0.0873 0.0908 0.1804
H -23.058 -19.881 -12.551 0.0766 0.2178 0.2764
H -16.920 -19.832 -13.406 -0.4328 0.0592 -0.7955
H -13.311 -24.884 -10.327 -0.3419 -0.0340 -0.0217
H -21.485 -20.194 -11.685 -0.3191 0.0839 0.2037
H -14.314 -15.549 -14.292 -0.1618 0.0838 0.3071
H -17.280 -24.102 -11.443 -0.4616 -0.2486 -0.1244
H -17.211 -26.030 -13.805 0.5141 -0.6008 0.2491
H -15.749 -17.386 -16.160 0.0886 0.2041 -0.3883
H -15.145 -18.820 -17.634 -0.3939 -0.3054 -0.2328
H -12.547 -23.228 -8.854 0.2009 -0.1384 -0.1806
H -19.600 -22.332 -12.244 0.2491 -0.5506 0.1547
H -13.233 -21.173 -18.312 -0.0120 0.0154 0.0532
H -22.195 -22.357 -12.644 0.3656 -0.1500 -0.0708
H -17.206 -26.630 -12.053 0.1710 -0.2663 -0.3792
H -19.337 -20.214 -13.025 0.0988 0.0767 -0.1652
H -18.703 -22.648 -13.721 -0.1057 -0.1809 -0.2389
H -21.109 -23.379 -17.851 0.4900 -0.0353 0.4399
H -14.784 -25.033 -12.856 0.1390 -0.0338 0.0713
H -16.985 -20.047 -11.806 0.0057 0.2457 0.4622
H -15.318 -25.568 -11.234 -0.1557 -0.2879 -0.2600
H -11.460 -19.121 -16.814 -0.1129 0.1616 0.5776
H -14.338 -22.692 -13.273 -0.2458 -0.6345 0.0385
H -12.454 -21.104 -16.160 -0.0568 0.0010 -0.0243
H -13.133 -17.922 -14.787 0.0656 -0.3721 0.1593
H -13.924 -20.895 -15.080 -0.0516 -0.4858 -0.6730
H -17.526 -18.578 -12.410 -0.0397 0.3554 -0.5053
H -12.420 -21.984 -10.116 0.2038 -0.2254 -0.1473
H -21.064 -21.228 -15.907 -0.0857 -0.0659 -0.1157
H -12.359 -17.575 -17.013 -0.0648 -0.0481 0.3950
H -21.650 -19.267 -14.584 -0.5850 1.0115 0.2632
H -22.287 -23.492 -14.981 0.0848 0.2522 0.1370
H -22.585 -22.723 -17.231 -0.0688 -0.1247 -0.1519
H -22.326 -24.461 -17.197 0.0211 0.0141 -0.0311
H -16.393 -22.703 -10.263 0.2868 0.5921 -0.1139
```
Forces are in eV/Å.

## Properties
**Relative energy (zero: lowest compared OMol25 entry of this formula, charge and spin)**: 0.000 eV
**Kohn-Sham gap**: 7.2 eV
**Multiplicity**: 1
**Max |F|**: 2.70 eV/A
**HOMO energy**: -7.1 eV
**Net charge**: 0
**Energy**: -311960.8207 eV